Record 1
Here is C29H24BrGeIrN3O2S3 as an isolated structure in a non-equilibrium geometry from OMol25. Energies are from ωB97M-V/def2-TZVPD.

CARTESIAN COORDINATES (ANGSTROEM)
Ir -0.09 -0.10 0.36
S 3.30 -1.25 3.36
C 2.08 -1.00 2.26
S 2.39 -1.03 0.58
S 0.46 -0.66 2.73
N -2.21 0.65 -1.91
C -3.03 0.32 -0.88
C -4.43 0.38 -0.99
C -5.19 -0.01 0.09
C -4.55 -0.40 1.27
C -3.18 -0.37 1.32
N -2.44 -0.01 0.27
H -2.61 0.74 -2.83
H -1.27 0.27 -1.85
H -4.88 0.69 -1.92
H -6.26 -0.02 0.02
H -5.12 -0.72 2.13
H -2.64 -0.66 2.20
C -1.15 3.33 1.20
Ge 0.19 2.35 0.05
C 1.90 3.24 0.62
C 3.02 2.56 1.06
C 4.12 3.24 1.55
C 4.10 4.62 1.61
C 3.00 5.32 1.14
C 1.91 4.63 0.64
C -0.11 3.13 -1.78
C -1.17 3.98 -1.97
C -1.44 4.56 -3.22
C -0.64 4.27 -4.29
C 0.46 3.41 -4.15
C 1.30 3.09 -5.24
C 2.38 2.27 -5.09
C 2.66 1.71 -3.84
C 1.84 1.97 -2.76
C 0.73 2.83 -2.88
H -1.01 4.41 1.14
H -1.03 3.03 2.23
H -2.17 3.10 0.91
H 3.05 1.47 1.03
H 4.98 2.69 1.90
H 4.95 5.17 2.00
H 2.98 6.40 1.17
H 1.05 5.18 0.27
H -1.83 4.21 -1.15
H -2.28 5.23 -3.32
H -0.84 4.71 -5.26
H 1.06 3.53 -6.21
H 3.02 2.06 -5.93
H 3.52 1.07 -3.72
H 2.06 1.52 -1.80
Br -1.25 -8.21 0.46
C -0.30 -6.62 0.02
C 1.06 -6.68 -0.28
N 1.74 -5.61 -0.61
C 1.15 -4.44 -0.66
C -0.20 -4.28 -0.35
C -0.94 -5.40 0.00
C -0.81 -2.89 -0.25
O -1.81 -2.74 0.44
O -0.18 -1.98 -0.87
H 1.59 -7.62 -0.26
H 1.76 -3.59 -0.94
H -1.99 -5.29 0.26

- Multiplicity: 2
- HOMO-LUMO gap (spin up / spin down): 5.59 / 5.93 eV
- Total energy: -200930.305 eV
- E_HOMO (spin up / spin down): -8.5 / -8.6 eV

Atomic partial charges in e from the Löwdin method, atoms 1 to 5: Ir 0.7770; S 0.5681; C -1.8568; S 0.5798; S 0.6034

Record 2
Here is C29H24BrIrN4O7 as an isolated structure from OMol25. Energies are from ωB97M-V/def2-TZVPD.

CARTESIAN COORDINATES (ANGSTROEM)
Ir 0.05 -0.55 -0.33
Br 0.71 -2.69 6.72
C 0.89 -1.83 5.09
C 0.92 -0.42 5.05
C 1.07 0.22 3.86
C 1.15 -0.53 2.62
O 1.26 0.09 1.54
C 1.12 -1.98 2.70
C 1.32 -2.81 1.53
N 1.31 -2.39 0.32
C 1.60 -3.33 -0.71
C 2.61 -4.25 -0.62
C 2.82 -5.17 -1.67
C 2.03 -5.15 -2.78
C 0.99 -4.20 -2.90
C 0.12 -4.13 -4.01
C -0.86 -3.18 -4.04
C -0.95 -2.26 -2.97
N -0.16 -2.30 -1.92
C 0.79 -3.27 -1.87
C 1.01 -2.59 3.92
H 0.82 0.14 5.97
H 1.08 1.29 3.78
H 1.49 -3.87 1.72
H 3.26 -4.26 0.24
H 3.63 -5.88 -1.58
H 2.19 -5.86 -3.58
H 0.24 -4.83 -4.82
H -1.54 -3.09 -4.87
H -1.69 -1.48 -2.99
H 1.00 -3.67 3.99
O -5.21 2.35 -1.88
C -4.14 1.60 -1.59
C -4.12 0.69 -0.53
C -2.96 -0.03 -0.32
N -1.92 0.11 -1.13
C -1.89 1.02 -2.10
C -3.00 1.79 -2.38
C -0.52 1.17 -2.76
O -0.36 1.87 -3.73
O 0.40 0.44 -2.18
C -2.71 -0.95 0.87
O -3.60 -1.18 1.66
O -1.51 -1.42 0.91
H -5.95 2.14 -1.29
H -4.95 0.55 0.14
H -2.97 2.52 -3.18
O -0.63 1.66 0.68
C -0.49 2.84 0.37
C -0.93 3.95 1.27
C 0.31 4.82 1.58
C 1.65 4.06 1.60
C 2.35 3.89 0.23
C 1.65 2.92 -0.71
N 0.21 3.22 -0.75
H -1.35 3.51 2.17
H -1.71 4.55 0.80
H 0.15 5.30 2.55
H 0.38 5.64 0.86
H 1.52 3.08 2.06
H 2.34 4.61 2.25
H 3.37 3.56 0.39
H 2.42 4.88 -0.25
H 1.77 1.89 -0.36
H 2.04 2.96 -1.73
H 0.07 4.20 -0.95

- Multiplicity: 6
- Net charge: +1
- HOMO-LUMO gap (spin up / spin down): 7.09 / 5.60 eV
- Total energy: -123629.288 eV
- E_HOMO (spin up / spin down): -10.7 / -11.6 eV

Atomic partial charges in e from the Löwdin method, atoms 1 to 5: Ir 1.6479; Br 0.9013; C -0.6496; C -0.0787; C 0.0639

Record 3
Here is C29H24MnN4O3Se as an isolated structure in a non-equilibrium geometry from OMol25. Energies are from ωB97M-V/def2-TZVPD.

CARTESIAN COORDINATES (ANGSTROEM)
Mn 0.25 -0.60 0.28
C 0.25 2.44 3.42
C 0.49 1.28 2.51
N -0.03 1.13 1.34
N -0.86 2.09 0.86
C -1.26 1.70 -0.36
O -0.89 0.68 -0.97
C -2.23 2.63 -1.04
C -2.72 3.78 -0.44
C -3.61 4.61 -1.12
C -4.02 4.28 -2.40
C -3.54 3.12 -3.00
C -2.65 2.30 -2.33
C 1.39 0.18 2.91
C 2.08 0.18 4.12
C 2.88 -0.91 4.43
C 2.98 -1.95 3.52
C 2.28 -1.87 2.33
N 1.50 -0.83 2.04
H -0.50 3.09 2.97
H 1.16 3.01 3.60
H -0.12 2.09 4.39
H -2.38 4.02 0.56
H -3.98 5.50 -0.64
H -4.71 4.92 -2.93
H -3.87 2.85 -4.00
H -2.27 1.39 -2.76
H 1.98 1.01 4.81
H 3.42 -0.93 5.37
H 3.59 -2.82 3.72
H 2.32 -2.64 1.58
Se 0.70 -3.19 -0.29
C -0.63 -3.33 -1.65
C -1.99 -3.42 -1.33
C -2.96 -3.50 -2.32
C -2.60 -3.50 -3.67
C -1.26 -3.41 -4.00
C -0.29 -3.32 -3.01
H -2.29 -3.37 -0.30
H -4.00 -3.55 -2.04
H -3.36 -3.57 -4.44
H -0.95 -3.39 -5.04
H 0.76 -3.23 -3.28
C -1.25 -2.23 3.22
C -2.13 -1.71 2.07
O -3.35 -1.87 2.16
O -1.51 -1.20 1.10
H -1.86 -2.61 4.04
H -0.59 -1.43 3.58
H -0.61 -3.02 2.83
N 6.40 1.95 -3.29
C 5.46 1.55 -2.76
C 4.28 1.05 -2.09
C 3.68 1.79 -1.08
C 2.55 1.29 -0.44
C 1.95 0.05 -0.75
C 2.60 -0.65 -1.79
C 3.73 -0.19 -2.45
H 4.10 2.75 -0.80
H 2.11 1.92 0.33
H 2.21 -1.62 -2.07
H 4.19 -0.77 -3.23

- Multiplicity: 2
- Net charge: -2
- HOMO-LUMO gap (spin up / spin down): 5.99 / 5.49 eV
- Total energy: -139233.452 eV
- E_HOMO (spin up / spin down): -1.5 / -1.0 eV

Atomic partial charges in e from the Löwdin method, atoms 1 to 5: Mn 0.4519; C -0.0415; C -0.2813; N -0.0292; N 0.0891

Record 4
Here is C29H24N4O3RuS2 as an isolated structure in a non-equilibrium geometry from OMol25. Energies are from ωB97M-V/def2-TZVPD.

CARTESIAN COORDINATES (ANGSTROEM)
Ru -13.48 -4.75 -15.74
C -10.80 -6.80 -18.56
C -11.43 -6.40 -17.29
N -12.14 -5.26 -17.26
N -12.06 -4.43 -18.35
C -12.85 -3.40 -18.24
S -13.99 -3.10 -16.96
S -12.99 -1.99 -19.40
C -11.50 -2.38 -20.39
C -11.85 -3.44 -21.44
C -13.02 -4.20 -21.35
C -13.15 -5.30 -22.24
C -12.24 -5.47 -23.25
C -11.18 -4.63 -23.46
C -11.01 -3.62 -22.52
C -11.25 -7.31 -16.13
C -10.44 -8.45 -16.24
C -10.07 -9.18 -15.04
C -10.51 -8.77 -13.80
C -11.24 -7.62 -13.68
C -11.65 -6.87 -14.80
O -12.58 -6.03 -14.45
H -10.50 -5.93 -19.08
H -11.56 -7.25 -19.18
H -10.04 -7.54 -18.52
H -10.68 -2.71 -19.76
H -11.20 -1.47 -20.89
H -13.78 -4.03 -20.60
H -14.01 -5.96 -22.23
H -12.40 -6.31 -23.90
H -10.49 -4.89 -24.23
H -10.10 -3.07 -22.59
H -10.15 -8.77 -17.24
H -9.44 -10.06 -15.16
H -10.32 -9.39 -12.91
H -11.52 -7.04 -12.77
O -16.96 -11.59 -17.29
C -17.35 -10.36 -17.73
O -18.05 -10.29 -18.73
C -16.85 -9.13 -17.00
C -16.46 -8.00 -17.76
C -15.79 -6.93 -17.11
C -15.75 -6.92 -15.71
C -16.32 -8.03 -14.95
C -16.74 -9.16 -15.60
N -15.18 -5.85 -15.06
C -15.79 -5.38 -14.01
C -15.08 -4.37 -13.27
C -15.31 -4.01 -11.91
C -14.65 -2.86 -11.43
C -13.57 -2.41 -12.18
C -13.29 -2.88 -13.48
N -14.04 -3.89 -13.99
H -16.35 -11.52 -16.54
H -16.79 -8.02 -18.80
H -15.30 -6.11 -17.77
H -16.47 -7.95 -13.86
H -17.19 -9.98 -15.02
H -16.63 -5.89 -13.65
H -15.98 -4.72 -11.36
H -14.94 -2.36 -10.47
H -12.93 -1.62 -11.80
H -12.53 -2.43 -14.07

- Multiplicity: 6
- Net charge: +1
- HOMO-LUMO gap (spin up / spin down): 5.12 / 4.61 eV
- Total energy: -66806.683 eV
- E_HOMO (spin up / spin down): -8.9 / -11.2 eV

Atomic partial charges in e from the Löwdin method, atoms 1 to 5: Ru 1.3390; C -0.0024; C -0.1768; N -0.1374; N -0.0203

Record 5
Here is C29H24NO2PdS3SbTe as an isolated structure from OMol25. Energies are from ωB97M-V/def2-TZVPD.

CARTESIAN COORDINATES (ANGSTROEM)
Pd 2.17 -1.77 1.04
C -4.38 0.90 1.02
C -3.04 0.29 0.67
C -2.90 -0.64 -0.35
C -1.70 -1.26 -0.62
C -1.66 -2.30 -1.68
O -1.20 -3.41 -1.53
C -2.26 -1.94 -3.03
C -2.65 -2.98 -3.88
C -3.16 -2.70 -5.13
C -3.28 -1.38 -5.56
C -2.89 -0.35 -4.73
C -2.39 -0.62 -3.46
C -0.52 -0.96 0.14
O 0.54 -1.63 -0.12
C -0.63 0.11 1.09
C -1.89 0.65 1.35
C 0.54 0.73 1.75
N 1.75 0.36 1.58
C 2.84 1.12 2.19
C 4.00 1.29 1.23
Te 3.51 2.16 -0.66
C 2.99 0.34 -1.60
C 3.72 -0.82 -1.36
C 3.36 -2.01 -1.98
C 2.30 -2.04 -2.88
C 1.59 -0.88 -3.13
C 1.92 0.30 -2.48
C 0.24 1.88 2.68
C -0.02 3.16 2.20
C -0.25 4.19 3.09
C -0.24 3.95 4.46
C 0.02 2.68 4.93
C 0.26 1.64 4.05
H -5.15 0.56 0.33
H -4.34 1.99 0.97
H -4.69 0.63 2.03
H -3.77 -0.91 -0.94
H -2.52 -3.99 -3.53
H -3.46 -3.51 -5.78
H -3.67 -1.17 -6.55
H -2.97 0.68 -5.06
H -2.07 0.18 -2.81
H -1.97 1.41 2.11
H 3.19 0.57 3.07
H 2.51 2.11 2.53
H 4.47 0.33 1.02
H 4.76 1.94 1.67
H 4.57 -0.81 -0.70
H 3.92 -2.91 -1.77
H 2.01 -2.97 -3.35
H 0.75 -0.90 -3.81
H 1.32 1.19 -2.66
H -0.02 3.33 1.13
H -0.45 5.19 2.71
H -0.43 4.76 5.15
H 0.04 2.48 6.00
H 0.49 0.64 4.41
S 2.73 -1.03 5.61
Sb 2.90 -2.69 4.06
S 4.20 -2.08 2.15
S 0.99 -3.08 2.76

- Multiplicity: 2
- Net charge: -1
- HOMO-LUMO gap (spin up / spin down): 6.51 / 5.72 eV
- Total energy: -85867.049 eV
- E_HOMO (spin up / spin down): -4.4 / -4.6 eV

Atomic partial charges in e from the Löwdin method, atoms 1 to 5: Pd 0.4190; C -0.0624; C -0.2716; C -0.0060; C -0.0859

Record 6
Here is C29H25AsClIN2O2PdS2 as an isolated structure in a non-equilibrium geometry from OMol25. Energies are from ωB97M-V/def2-TZVPD.

CARTESIAN COORDINATES (ANGSTROEM)
Pd 0.04 -0.33 -0.32
Cl -2.63 0.08 6.27
C -2.03 0.42 4.68
C -1.86 1.73 4.30
C -1.36 2.02 3.05
I -1.12 4.00 2.39
C -1.00 1.05 2.11
O -0.54 1.39 0.97
C -1.24 -0.31 2.50
N -1.00 -1.27 1.59
C -1.20 -2.53 1.89
C -1.64 -2.95 3.15
C -1.91 -2.00 4.10
C -1.74 -0.63 3.80
H -2.11 2.53 4.98
H -1.01 -3.24 1.09
H -1.77 -4.00 3.35
H -2.26 -2.28 5.08
C -3.01 3.59 -3.88
C -4.11 2.90 -3.40
C -3.93 1.79 -2.59
C -2.65 1.39 -2.24
C -1.54 2.08 -2.72
C -1.73 3.18 -3.54
As -2.35 -0.11 -1.02
C -3.33 -1.51 -1.98
C -2.57 -2.30 -2.84
C -3.17 -3.29 -3.59
C -4.54 -3.49 -3.51
C -5.30 -2.71 -2.66
C -4.70 -1.73 -1.89
C -3.58 0.36 0.41
C -4.07 -0.62 1.27
C -4.78 -0.27 2.40
C -5.01 1.06 2.69
C -4.55 2.05 1.83
C -3.84 1.70 0.70
H -3.15 4.45 -4.51
H -5.11 3.23 -3.66
H -4.79 1.24 -2.21
H -0.55 1.76 -2.42
H -0.88 3.72 -3.92
H -1.50 -2.13 -2.89
H -2.57 -3.91 -4.25
H -5.01 -4.26 -4.11
H -6.36 -2.88 -2.59
H -5.30 -1.14 -1.20
H -3.88 -1.67 1.04
H -5.14 -1.04 3.07
H -5.54 1.33 3.59
H -4.73 3.09 2.06
H -3.46 2.47 0.04
O 0.88 -2.04 -1.76
S 1.66 -0.98 -2.50
N 1.49 0.33 -1.82
C 2.98 -2.13 0.92
S 1.96 -0.77 1.58
C 2.99 0.66 1.13
H 3.79 -2.34 1.61
H 3.37 -1.84 -0.05
H 2.33 -3.00 0.82
H 3.08 0.70 0.05
H 3.95 0.56 1.61
H 2.47 1.54 1.48

- Multiplicity: 1
- HOMO-LUMO gap (spin up / spin down): 5.64 / 5.65 eV
- Total energy: -144164.116 eV
- E_HOMO (spin up / spin down): -7.1 / -7.1 eV

Atomic partial charges in e from the Löwdin method, atoms 1 to 5: Pd 0.5654; Cl 0.6777; C -0.6325; C -0.1739; C -0.6313

Record 7
Here is C29H25B2N11O2Re as an isolated structure in a non-equilibrium geometry from OMol25. Energies are from ωB97M-V/def2-TZVPD.

CARTESIAN COORDINATES (ANGSTROEM)
Re 0.87 0.34 0.04
C -0.03 0.15 4.24
C -0.38 -0.13 2.93
N 0.67 0.04 2.12
N 1.70 0.42 2.90
C 1.31 0.50 4.17
B 3.09 0.79 2.34
N 3.49 -0.31 1.35
C 4.59 -1.06 1.35
C 4.56 -1.91 0.25
C 3.37 -1.60 -0.38
N 2.73 -0.64 0.29
N 2.93 2.10 1.57
C 3.65 3.22 1.68
C 3.08 4.18 0.86
C 1.99 3.55 0.28
N 1.91 2.30 0.72
H -0.65 0.12 5.11
H -1.32 -0.48 2.55
H 1.99 0.78 4.95
H 3.89 0.89 3.21
H 5.34 -0.96 2.12
H 5.28 -2.64 -0.02
H 2.94 -2.05 -1.26
H 4.50 3.27 2.32
H 3.41 5.19 0.71
H 1.25 3.94 -0.40
N -3.96 -1.93 1.55
C -2.86 -2.00 0.80
N -2.19 -0.98 0.38
C -2.65 0.29 0.64
N -2.04 1.35 0.22
N -0.91 1.35 -0.46
C -0.84 2.15 -1.49
C 0.35 2.11 -2.29
C 0.56 2.92 -3.41
C 1.72 2.75 -4.13
C 2.63 1.77 -3.74
C 2.36 1.02 -2.61
N 1.26 1.18 -1.89
C -3.88 0.46 1.39
C -4.43 1.71 1.67
C -5.55 1.80 2.46
C -6.15 0.65 2.98
C -5.65 -0.60 2.69
C -4.52 -0.70 1.88
H -4.42 -2.77 1.87
H -2.48 -2.99 0.55
H -1.69 2.76 -1.77
H -0.16 3.67 -3.68
H 1.92 3.37 -5.00
H 3.54 1.61 -4.29
H 3.05 0.26 -2.28
H -3.95 2.58 1.26
H -5.97 2.77 2.69
H -7.02 0.74 3.62
H -6.10 -1.49 3.09
O 0.58 -2.56 -1.00
B 0.01 -1.30 -1.08
O -0.85 -1.25 -2.17
C -0.80 -2.47 -2.77
C -1.47 -2.95 -3.87
C -1.18 -4.25 -4.27
C -0.23 -5.02 -3.59
C 0.44 -4.55 -2.47
C 0.11 -3.27 -2.06
H -2.19 -2.35 -4.41
H -1.69 -4.68 -5.11
H -0.01 -6.02 -3.95
H 1.17 -5.13 -1.95

- Multiplicity: 2
- Net charge: +2
- HOMO-LUMO gap (spin up / spin down): 4.87 / 5.33 eV
- Total energy: -54437.731 eV
- E_HOMO (spin up / spin down): -13.0 / -13.0 eV

Atomic partial charges in e from the Löwdin method, atoms 1 to 5: Re 1.6964; C 0.0127; C -0.0795; N -0.0953; N -0.0104